Density functional theory data (ωB97M-V/def2-TZVPD) for C18H21CrN3O7S as an isolated structure at a distorted geometry.

Last column: natural (NBO) charge in e.
Cartesian coordinates (Å):
Cr  0.14459  0.75350  -0.57946  1.27
C  -3.49475  -1.58207  -0.07896  -0.24
O  -2.41897  -0.90231  0.52965  -0.55
C  -2.45881  -0.96827  1.93083  -0.08
C  -1.38183  -0.06281  2.51529  -0.07
O  -0.15722  0.00658  1.81324  -0.54
C  0.77892  -1.03239  2.10625  -0.09
C  0.55615  -2.29073  1.31565  -0.08
O  0.62861  -1.98664  -0.05752  -0.55
C  0.37159  -3.11607  -0.85521  -0.24
H  -4.45064  -1.08174  0.12193  0.17
H  -3.31246  -1.58940  -1.15475  0.19
H  -3.56500  -2.61669  0.27509  0.17
H  -3.43091  -0.61518  2.29733  0.17
H  -2.34406  -2.00271  2.26766  0.16
H  -1.74532  0.96316  2.54304  0.20
H  -1.18977  -0.38162  3.54147  0.18
H  1.75074  -0.62880  1.84587  0.24
H  0.75541  -1.26412  3.17451  0.17
H  1.33981  -3.00564  1.58732  0.18
H  -0.41059  -2.75091  1.55106  0.16
H  1.05555  -3.93622  -0.61175  0.17
H  -0.65941  -3.46696  -0.71412  0.16
H  0.51635  -2.83287  -1.89781  0.20
O  1.79591  3.95359  1.13867  -0.61
C  1.50227  2.88054  0.67109  0.67
O  0.28171  2.46644  0.39422  -0.84
C  2.59059  1.78962  0.32172  0.66
O  3.76748  1.95244  0.53026  -0.60
O  2.06013  0.69236  -0.20597  -0.83
N  -0.46232  -0.04320  -4.52994  -0.54
C  0.79002  -0.65102  -4.56143  0.17
C  1.54620  -1.20022  -5.59254  -0.26
C  2.77628  -1.71478  -5.23557  -0.19
C  3.23674  -1.68419  -3.90250  -0.22
C  2.47824  -1.14346  -2.88775  -0.18
C  1.23390  -0.62784  -3.24359  0.06
N  0.26232  -0.02515  -2.45215  -0.51
C  -0.70666  0.31253  -3.25662  0.43
C  -1.82223  1.09222  -2.69924  0.05
C  -2.91452  1.64699  -3.25324  -0.42
S  -3.76363  2.53207  -2.06928  0.50
C  -2.60937  2.10548  -0.89430  -0.09
N  -1.66376  1.35024  -1.34513  -0.46
H  -1.03619  0.17873  -5.32365  0.42
H  1.19756  -1.21329  -6.62022  0.22
H  3.40595  -2.14617  -6.00352  0.22
H  4.21742  -2.08370  -3.67374  0.22
H  2.82063  -1.07647  -1.86026  0.27
H  -3.25034  1.61101  -4.28349  0.25
H  -2.65778  2.46477  0.12827  0.26

Cartesian forces, eV/Å:
Cr 1.0409 0.6313 1.3882
C 0.0636 0.0389 -0.0166
O -0.0481 0.0203 -0.2310
C 0.0612 0.0111 -0.0181
C 0.1321 0.3015 0.0049
O -0.0448 -0.6729 -0.0179
C -0.1101 0.2932 0.0156
C -0.0996 -0.0368 -0.0740
O 0.0187 -0.0101 -0.0486
C -0.1266 -0.0125 -0.0899
H 0.0291 -0.0104 0.0150
H -0.0105 0.0238 0.0629
H 0.0171 -0.0184 -0.0038
H -0.0467 -0.0075 0.1101
H 0.0346 -0.1570 -0.0278
H -0.0176 0.0822 -0.0453
H -0.0585 0.0493 0.1882
H 0.1406 0.1212 -0.0326
H 0.0047 0.0040 0.0764
H 0.0718 -0.1158 0.0279
H -0.0710 -0.0362 -0.0396
H 0.0258 -0.0110 -0.0085
H 0.0109 -0.0153 -0.0081
H -0.0241 -0.0270 0.0893
O 0.0599 -0.0422 0.0075
C -0.5697 -0.4454 -0.1698
O 0.3339 0.3996 0.1556
C -0.4334 -0.5483 -0.2802
O -0.0686 0.0575 0.0469
O 0.4143 0.4593 0.2030
N -0.0499 -0.0864 -0.7257
C -0.1930 0.0384 -0.0939
C -0.0447 0.0245 -0.0860
C 0.0367 -0.0107 0.1051
C 0.0214 -0.0387 -0.1573
C 0.0782 0.0510 0.1301
C -0.0188 0.0175 0.2538
N 0.4023 -0.6209 -0.4608
C -0.5414 0.4600 0.3262
C 0.7432 -0.5386 0.2553
C -0.4289 0.1543 -0.5594
S -0.3399 0.2188 0.0205
C -0.2133 0.2055 0.2280
N -0.2769 -0.1132 -0.6261
H 0.0015 -0.0276 -0.0182
H 0.0487 -0.0113 0.1176
H 0.0012 0.0103 0.0404
H -0.0551 0.0129 -0.0437
H -0.0537 0.0211 -0.0644
H 0.0673 -0.0048 0.2461
H 0.0852 -0.0886 -0.1673

Output
lowest unoccupied orbital energy (alpha / beta) = -0.456 / -0.430 eV
2S+1 = 5
energy relative to the best compared isomer or geometry (same formula, charge and spin) = 37.6 kJ/mol
largest force on an atom = 1.8 eV/Å
Kohn-Sham gap (alpha / beta) = 6.66 / 7.16 eV
highest occupied orbital energy (alpha / beta) = -7.117 / -7.594 eV
DFT total energy = -2832.18062 hartree

=====

Density functional theory data (ωB97M-V/def2-TZVPD) for one molecule with the formula C18H21F3N4O2.

Last column: natural (NBO) charge in e.
Cartesian coordinates (Å):
C  5.54167  2.21256  -3.35620  -0.25
O  5.07582  1.67579  -2.14238  -0.48
C  3.76071  1.36632  -2.03198  0.27
C  2.81432  1.51694  -3.03331  -0.30
C  1.48763  1.18220  -2.81537  -0.17
C  1.08323  0.67932  -1.58739  -0.11
C  -0.30494  0.31373  -1.31046  0.29
C  -1.38270  0.83967  -2.04621  -0.34
C  -2.63813  0.42456  -1.64969  0.17
C  -3.88371  0.95473  -2.31866  0.96
F  -4.47562  1.91192  -1.58004  -0.32
F  -4.80621  0.00964  -2.52889  -0.31
F  -3.62763  1.51244  -3.51409  -0.32
N  -2.86355  -0.41967  -0.65936  -0.51
C  -1.77399  -0.87623  -0.01698  0.59
N  -1.96983  -1.74806  0.97801  -0.40
C  -0.88806  -2.23735  1.79490  -0.25
C  -0.97419  -1.60528  3.20352  -0.23
N  -2.33646  -1.25480  3.58004  -0.44
C  -2.66987  0.14113  3.37422  -0.41
C  -3.28425  -2.16928  2.98213  -0.23
C  -3.29790  -2.09043  1.43946  -0.24
N  -0.51489  -0.52421  -0.30704  -0.53
C  2.03719  0.50768  -0.57705  -0.27
C  3.35848  0.84647  -0.77703  0.33
O  4.34698  0.72704  0.14944  -0.49
C  4.01041  0.22185  1.41758  -0.25
H  5.04590  3.15913  -3.59480  0.18
H  5.40521  1.51142  -4.18600  0.18
H  6.60536  2.39109  -3.20802  0.20
H  3.10157  1.89839  -3.99998  0.22
H  0.78383  1.29543  -3.62435  0.21
H  -1.25084  1.54275  -2.84802  0.24
H  0.05157  -1.98706  1.30560  0.25
H  -0.97916  -3.32659  1.86182  0.19
H  -0.58873  -2.31998  3.94025  0.19
H  -0.35980  -0.70571  3.25079  0.20
H  -2.01514  0.74937  3.99801  0.20
H  -2.57757  0.48200  2.33534  0.17
H  -3.69626  0.30222  3.70041  0.20
H  -3.00950  -3.17626  3.30775  0.19
H  -4.28034  -1.94987  3.37016  0.21
H  -3.98514  -1.32174  1.08457  0.24
H  -3.60707  -3.05147  1.01133  0.20
H  1.69569  0.10963  0.36353  0.24
H  3.62162  -0.79986  1.35426  0.18
H  4.93808  0.22020  1.98754  0.20
H  3.27623  0.85822  1.92266  0.18

Cartesian forces, eV/Å:
C 0.0681 0.0951 -0.2322
O -0.2578 -0.1654 0.3051
C 0.0111 -0.0464 0.1167
C 0.3701 0.0871 0.0044
C -0.2442 -0.1514 0.3259
C 0.5697 0.2009 -0.2845
C -0.7993 0.0036 -0.0543
C -0.0304 -0.1282 0.1177
C 0.4307 -0.0946 0.0849
C -0.6475 0.2798 -0.3060
F 0.1596 -0.0272 0.2167
F 0.1585 -0.1794 0.1012
F 0.2898 -0.0059 -0.0663
N -0.0607 -0.0142 -0.0230
C -0.1610 0.5204 -0.6718
N -0.0269 -0.2425 0.3072
C 0.2142 0.0042 0.2225
C 0.0842 -0.2287 0.0438
N -0.0580 0.0724 0.0409
C 0.0412 -0.0272 0.0492
C 0.0404 -0.0565 -0.0599
C -0.2961 -0.0049 0.1329
N 0.2023 -0.0097 0.0461
C 0.1208 0.0519 0.0026
C 0.1394 0.0547 -0.0809
O -0.0344 0.1383 -0.4070
C -0.0672 -0.0820 0.2111
H 0.0052 -0.0467 0.0089
H -0.0102 0.0304 0.0362
H -0.0758 0.0025 -0.0566
H 0.0842 0.0349 -0.0684
H -0.0922 0.0150 -0.0745
H 0.0211 0.0688 -0.0763
H -0.0679 -0.1701 0.1146
H 0.0585 0.0330 -0.0075
H 0.1426 0.0448 -0.0871
H 0.0217 -0.0034 0.0097
H -0.0257 0.0940 -0.0282
H -0.0236 0.0575 -0.0593
H -0.0573 0.0893 0.0104
H -0.0999 -0.0270 -0.0078
H -0.0060 -0.1072 -0.0285
H 0.0384 -0.1610 0.0791
H -0.0998 0.0518 0.0023
H 0.0503 -0.0384 0.1158
H -0.0023 0.0402 -0.0026
H -0.0915 -0.0224 0.0006
H 0.0137 -0.0303 -0.0240

Output
lowest unoccupied orbital energy = 0.177 eV
energy relative to the best compared isomer or geometry (same formula, charge and spin) = 49.9 kJ/mol
largest force on an atom = 0.9 eV/Å
Kohn-Sham gap = 8.25 eV
highest occupied orbital energy = -8.076 eV
DFT total energy = -1367.61266 hartree
SMILES = COc1ccc(-c2cc(C(F)(F)F)nc(N3CCN(C)CC3)n2)cc1OC

=====

Density functional theory data (ωB97M-V/def2-TZVPD) for C18H21F3N4O3RuS2 as an isolated structure at a distorted geometry.

Last column: natural (NBO) charge in e.
Cartesian coordinates (Å):
Ru  -0.44511  0.32389  -0.21096  1.11
N  -0.28896  -2.12092  -0.93542  -0.77
C  -1.56300  -2.80773  -1.12916  -0.23
C  -2.62171  -2.23544  -0.17363  -0.23
N  -2.63261  -0.77506  -0.17614  -0.65
C  -3.52778  -0.11215  -1.12318  -0.24
C  -2.90768  -0.05088  -2.51977  -0.23
N  -1.61170  0.61807  -2.44760  -0.81
H  0.33382  -2.27133  -1.72521  0.41
H  0.17383  -2.45471  -0.09178  0.40
H  -1.48382  -3.88807  -0.94873  0.21
H  -1.86482  -2.67441  -2.16700  0.20
H  -2.39063  -2.57109  0.84144  0.21
H  -3.60117  -2.64850  -0.44782  0.21
H  -2.86207  -0.42826  0.75299  0.43
H  -3.68665  0.90708  -0.76136  0.23
H  -4.50200  -0.61676  -1.18312  0.21
H  -3.59741  0.46313  -3.20036  0.22
H  -2.75422  -1.06202  -2.89338  0.19
H  -1.72989  1.62722  -2.48082  0.41
H  -1.01361  0.32673  -3.21390  0.40
S  3.90127  -0.07232  1.50833  0.48
C  3.17311  -1.45593  2.27014  -0.24
C  3.73117  -2.34635  3.17388  -0.18
C  2.94012  -3.37475  3.64641  -0.19
C  1.60274  -3.48391  3.25723  -0.19
C  1.04485  -2.60431  2.35667  -0.25
C  1.84016  -1.59076  1.82259  0.18
N  1.47707  -0.66865  0.88357  -0.51
C  2.42728  0.18674  0.63059  0.14
C  2.25932  1.24186  -0.34171  -0.19
C  2.93722  2.45382  -0.20363  -0.16
C  2.74315  3.45980  -1.12818  -0.18
C  1.92792  3.23783  -2.23046  -0.18
C  1.27042  2.02410  -2.38814  -0.28
C  1.35033  1.04598  -1.40498  0.01
H  4.75180  -2.22823  3.50070  0.24
H  3.35107  -4.08948  4.34105  0.23
H  0.99638  -4.26915  3.68049  0.23
H  -0.00078  -2.66475  2.08458  0.21
H  3.58701  2.60301  0.64690  0.23
H  3.23169  4.41352  -1.00112  0.24
H  1.79468  4.01542  -2.96766  0.23
H  0.68151  1.86718  -3.28156  0.21
F  -0.01343  4.60287  0.38329  -0.30
C  -1.02968  3.75570  0.33562  0.71
F  -2.16204  4.43603  0.24580  -0.30
F  -0.90824  3.04400  -0.82056  -0.36
S  -1.08064  2.44201  1.67668  2.35
O  -2.11672  1.57702  1.11257  -1.00
O  -1.36304  3.07518  2.90907  -0.88
O  0.23148  1.81774  1.53677  -0.96

Cartesian forces, eV/Å:
Ru 2.1559 -2.8676 -2.8826
N 0.1313 1.1445 0.1410
C -0.4656 -0.0062 0.1112
C 0.1670 -0.3062 -0.3043
N 0.3389 0.2275 0.8281
C -0.0295 0.1027 -0.5261
C -0.4850 -0.1497 0.3279
N 0.4060 0.4759 1.1046
H 0.0239 0.0782 0.2271
H 0.0805 0.0917 -0.2695
H 0.0493 0.1685 -0.0700
H 0.0051 -0.0598 0.0567
H -0.0503 0.0652 -0.0564
H 0.0752 0.0388 0.1007
H -0.0475 -0.1259 -0.1237
H -0.0273 -0.1076 0.0100
H 0.1155 0.0646 0.0869
H 0.1114 -0.1322 0.0712
H -0.0582 0.0981 -0.1215
H 0.1102 -0.0722 -0.1655
H 0.0963 0.1912 0.2001
S -0.3806 -0.1544 -0.1905
C -0.4372 0.1865 -0.3337
C -0.0232 -0.0486 0.0601
C -0.0154 0.1351 -0.0222
C 0.0098 -0.0911 0.0325
C -0.0302 0.1618 -0.1433
C 0.6406 -0.5465 0.7909
N -1.2109 1.2805 -0.4575
C 0.2700 -0.4487 0.5402
C -0.0872 0.5162 -0.7300
C 0.1871 -0.3173 -0.2114
C -0.0627 0.0289 -0.0822
C 0.3557 -0.2804 -0.1055
C -0.2899 -0.2400 -0.0553
C -1.0475 0.1192 2.2907
H 0.1193 -0.0429 0.0425
H 0.0422 -0.0497 0.0867
H -0.0675 -0.0829 0.0225
H -0.0866 -0.0635 0.0225
H 0.0515 0.0698 0.0700
H 0.0085 0.0816 0.0326
H 0.0397 0.0144 -0.1152
H -0.2801 0.1230 0.0433
F -0.0619 -0.2111 0.3441
C -0.1466 -0.2693 -0.0925
F -0.0121 -0.0113 0.2823
F -0.0044 0.3376 -0.2202
S -0.3694 1.6467 -0.0354
O 0.0159 -0.6002 -0.1483
O -0.0364 0.1420 0.2998
O 0.2059 -0.3051 -0.7635

Output
net charge = +1
lowest unoccupied orbital energy (alpha / beta) = -4.846 / -4.203 eV
2S+1 = 2
largest force on an atom = 4.6 eV/Å
Kohn-Sham gap (alpha / beta) = 6.53 / 7.31 eV
highest occupied orbital energy (alpha / beta) = -11.375 / -11.514 eV
DFT total energy = -2333.83029 hartree